[1]
C52H46AsN5PS2Tl | the ωB97M-V functional and the def2-TZVPD basis

relative energy (zero: lowest compared OMol25 entry of this formula, charge and spin): 16.8 kcal per mole
net charge: -2

Last column: Mulliken charge in e.
Element x y z (Å)
S -3.02789 3.20988 3.16838  -0.39
H -6.91991 1.86508 1.92203  0.36
C 1.03167 -2.27440 5.08426  1.13
C -4.42395 -0.14508 0.83426  -0.73
C -0.22702 1.04944 -6.42405  -0.93
C -0.06095 1.47367 -1.79885  -0.99
H -0.35239 -2.96494 3.57541  0.09
C 2.78883 -2.61191 -2.38424  -0.70
N 2.03180 -1.56205 2.96398  0.15
H -3.87583 0.97675 -4.30091  0.83
C 5.18136 -3.34773 2.86582  -0.18
C -4.16470 3.32342 -5.91800  -0.13
C 2.69481 -2.02921 -0.05371  0.53
C -4.23383 2.04405 -0.12699  0.28
Tl -0.27029 -0.66001 1.76360  0.81
H 1.69456 2.47662 -2.49928  0.56
H 7.96128 -5.80162 1.74857  0.38
C 4.82948 -4.56187 2.25091  1.37
C 0.24557 -3.35778 4.39644  -1.24
C -3.90118 3.78633 -4.63087  0.11
C -1.07194 1.42670 -0.83337  1.20
C -1.02883 2.32031 0.23777  -0.31
C 7.18787 -5.11617 2.07435  -0.65
H -4.01674 -1.13923 0.98212  0.34
C 3.38835 -4.94459 2.03901  -1.08
H 5.45945 -1.72578 -0.71083  0.36
N -5.00265 1.57495 5.77354  -0.67
As -2.58044 2.96270 -3.41544  0.45
C 0.72708 -2.00892 -1.32089  -0.02
C 5.85275 -5.41918 1.85426  -0.55
H -3.43159 -0.82323 -2.76322  0.57
N 4.20290 -2.41665 3.27245  0.39
H -0.22233 4.34177 -4.42411  0.35
C -3.54155 1.24613 -3.29486  -1.34
C -4.02545 1.77747 5.19221  -0.04
H 3.35748 -2.90911 -3.26087  0.27
C -0.03267 3.28601 0.30206  -0.53
H 0.88523 -2.64231 -3.38062  0.39
C 1.32541 -1.74076 -0.07805  -1.29
C -5.85661 5.00963 -6.22026  -0.36
H -6.05335 -0.42977 2.20592  0.38
C 7.52206 -3.93311 2.71560  -0.54
H -0.43335 -3.83741 5.10210  0.43
H 2.97849 -4.49308 1.13152  0.20
H -1.74822 2.26819 1.05346  0.22
C 4.94941 -2.60844 -1.11059  -1.46
H -5.32599 3.55462 -7.70757  0.38
C -4.62437 4.87698 -4.15883  -0.48
H 8.56004 -3.68609 2.90254  0.37
H 0.14921 -2.64700 6.99010  0.27
H 3.29486 -6.02799 1.95338  0.56
H -2.00117 0.55861 -5.33503  0.28
C -1.23331 1.30585 -5.49846  0.36
H 5.34517 -2.79289 -2.10951  0.39
C 3.14397 -1.96346 2.47023  -0.29
C -0.23398 3.42255 -4.99974  -0.60
C -5.38027 2.43631 0.54270  -0.82
C 0.88389 -2.06263 6.44902  -0.89
H -6.15906 6.32790 -4.55734  0.37
H 2.77069 -4.60408 2.87077  -0.09
H 0.90511 -4.12053 3.97161  0.14
C -5.56661 0.25133 1.51961  -0.65
H 3.04715 0.48919 6.91826  0.34
H -0.01725 0.73182 -2.58977  0.21
H 1.70269 4.12573 -0.64258  0.38
H -4.42368 5.25312 -3.16197  0.38
H -0.01398 3.94873 1.15937  0.47
C -1.75632 0.53286 5.96948  -0.24
C 0.92163 2.45012 -1.73998  -0.47
C -3.75444 0.73805 -0.01049  0.65
C 1.60623 -1.08854 7.12307  -0.73
H -1.88216 -0.15500 -3.20767  0.23
C 2.65023 -0.48764 5.05363  0.46
C 1.92464 -1.46457 4.37421  -0.55
P -2.28606 0.05863 -0.86231  -0.49
H -4.44170 1.47533 -2.72422  0.73
C -2.80361 0.06551 -2.66154  -0.92
H 5.58832 -6.35933 1.38244  0.38
H -0.22283 0.11227 -6.96764  0.39
C 2.49999 -0.30132 6.41905  -0.66
H 4.43147 -2.25908 1.00502  -0.10
H 1.56546 1.77979 -7.35317  0.37
H 4.12427 -2.19184 4.25159  0.23
C -6.05155 1.53937 1.36212  -0.53
N 3.47598 -1.98660 1.14585  0.13
H -3.66842 2.77542 -0.68894  0.40
C -5.59954 5.48416 -4.94371  -0.58
N -1.81287 -0.15912 6.89505  -0.64
C -2.81624 2.05834 4.44443  0.11
C -1.66820 1.40121 4.82086  0.53
C -1.25098 2.49543 -4.77729  0.28
C 1.41313 -2.44481 -2.45154  -0.98
C 6.52073 -3.05373 3.09884  -0.73
H -0.34543 -1.86782 -1.41756  0.47
H -3.59726 2.48848 -6.31427  0.25
C 0.76705 3.17635 -5.92807  -0.65
H 1.43061 -0.92069 8.17793  0.36
H 5.23383 -3.46472 -0.48563  0.21
C -5.13345 3.92823 -6.70857  -0.70
H 6.76464 -2.11528 3.58269  0.47
C 3.45146 -2.41058 -1.18036  1.24
H -6.61766 5.47718 -6.83339  0.36
H 1.55380 3.90488 -6.08298  0.38
S -0.09097 1.49870 4.07715  -0.19
C 0.92827 3.36901 -0.69524  -0.86
C 0.77463 1.98465 -6.64190  -0.42
H -5.72297 3.46127 0.46804  0.36
H 3.28103 0.18258 4.47821  0.42

=====

[2]
C4H6N2O | the ωB97M-V functional and the def2-TZVPD basis

relative energy (zero: lowest compared OMol25 entry of this formula, charge and spin): 53.7 kcal per mole
SMILES string: CNc1cocn1

Last column: Mulliken charge in e.
Element x y z (Å)
C 2.50819 0.36870 -0.00196  -0.68
C 0.17533 -0.24155 0.10247  0.54
H 1.55327 -1.53306 -0.44414  0.28
H 3.49095 -0.04701 -0.39295  0.31
C -1.87322 -0.47452 -0.06624  -0.12
C -0.39882 1.03108 0.01307  -0.20
H 2.36416 0.87142 1.02837  0.27
H -2.87606 -0.90040 -0.06449  0.37
O -1.75550 0.89289 0.01117  -0.33
N -0.82104 -1.14762 0.01868  -0.55
H 0.18007 2.01831 -0.24615  0.21
N 1.50058 -0.69423 0.05371  -0.23
H 2.10594 1.23833 -0.76076  0.14

=====

[3]
C4H10FP | the ωB97M-V functional and the def2-TZVPD basis

relative energy (zero: lowest compared OMol25 entry of this formula, charge and spin): 11.8 kcal per mole

Last column: Mulliken charge in e.
Element x y z (Å)
H -1.54072 0.62486 2.11061  0.37
H -0.49324 1.39669 0.89929  0.27
H 1.14884 0.10620 -1.82125  0.35
H -2.94282 1.32344 0.06579  0.37
H -2.03339 0.22345 -0.97027  0.30
C 1.29548 -0.50512 -0.98607  -0.83
H -2.93141 -0.46697 0.19927  0.32
P -0.03418 -0.96102 0.89290  0.30
H 2.19356 0.95770 0.26345  0.27
H 2.74534 -0.64684 0.52477  0.32
H 1.38735 -1.49459 -1.28806  0.40
H 3.35627 0.39760 -0.97478  0.30
C -1.19301 0.52808 1.03601  -0.44
F -1.08081 -2.01161 0.28036  -0.27
C -2.39924 0.44824 0.03091  -1.12
C 2.52196 0.07990 -0.26295  -0.91

=====

We obtain max |F| values of 0.38 3.75 3.84 eV Å⁻¹ for the records listed above, in that order.
We obtain E values of -5828.925345 -340.709335 -599.572321 Ha for the records listed above, in that order.
We obtain highest occupied orbital energy values of -0.325 -8.071 -8.616 eV for the records listed above, in that order.